The following is a DFT calculation (wB97M-V/def2-TZVPD) of 2 unconnected molecules or ions with the total composition C2H6FO6P3 at a distorted geometry.

```
18
C2H6FO6P3 wB97M-V/def2-TZVPD
P 2.150 0.159 0.674
P -0.570 0.040 -2.102
P -0.679 -1.531 1.652
F 1.281 -0.563 3.226
O -0.348 -2.505 0.342
O -0.959 1.652 -2.373
O -1.823 -0.452 -1.050
O 0.777 -0.026 -1.374
O -0.858 -2.481 2.796
O 3.373 -0.561 0.367
C -0.937 2.736 -1.440
C 1.263 -0.996 1.817
H 1.806 -1.977 1.871
H -0.116 -1.773 -0.340
H -1.949 3.189 -1.667
H -1.574 -0.599 -0.083
H -0.658 2.299 -0.516
H -0.178 3.387 -1.800
```

Its total charge is -2. The energy comes out at -1655.264200 a.u. The relative energy (zero: lowest compared OMol25 entry of this formula, charge and spin) comes out at 0.336 eV. Its spin multiplicity is 1.

=====

The following is a DFT calculation (wB97M-V/def2-TZVPD) of a molecular structure, C8H14Cl3F3NO4Y at a distorted geometry.

```
34
C8H14Cl3F3NO4Y wB97M-V/def2-TZVPD
Y 13.244 17.055 -18.413
Cl 15.540 10.610 -17.787
Cl 17.785 11.173 -15.878
Cl 15.273 9.797 -14.913
F 13.820 13.692 -8.777
F 16.003 13.510 -8.892
F 14.767 11.884 -9.709
O 15.847 14.722 -11.147
O 13.890 13.584 -11.729
O 15.431 15.290 -17.051
O 19.127 17.883 -18.220
N 20.681 16.304 -17.808
C 16.073 15.332 -12.378
C 14.834 13.190 -9.526
C 21.020 14.874 -17.642
C 15.976 11.003 -16.045
C 14.767 13.870 -10.926
C 21.778 17.274 -17.675
C 17.515 15.777 -12.495
C 19.459 16.710 -18.163
H 17.705 16.501 -13.287
H 15.551 11.967 -15.764
H 15.355 16.124 -12.591
H 18.779 15.863 -18.342
H 21.236 14.678 -16.592
H 22.689 16.941 -18.173
H 18.177 14.987 -12.849
H 22.004 17.429 -16.620
H 21.895 14.674 -18.262
H 15.797 14.625 -13.160
H 20.078 14.336 -17.744
H 17.799 16.157 -11.514
H 16.357 15.306 -16.739
H 21.530 18.202 -18.191
```

Its total charge is +2. The energy comes out at -2386.479142 a.u. The relative energy (zero: lowest compared OMol25 entry of this formula, charge and spin) comes out at 9.910 eV. Its spin multiplicity is 1.

=====

total charge of number 1 (C2H6FO6P3)? -2